Entry 1:
4 unconnected molecules or ions with the total composition C24H24. Source: OMol25; level of theory: ωB97M-V/def2-TZVPD.

Last column: Mulliken charge in e.
Cartesian coordinates (Å):
C -0.1640 2.1752 1.5969  -0.487
C -1.2261 2.2504 0.4262  -0.264
C -1.8321 0.9611 0.1314  -0.227
C -1.5354 -0.1676 0.9327  -0.274
C -0.5631 -0.2467 1.8585  0.001
C 0.1245 0.9669 2.3259  -0.765
H 0.3400 3.0672 1.7465  0.579
H -1.5579 3.1444 -0.1529  0.067
H -2.5742 1.1509 -0.6603  0.317
H -2.1236 -1.0667 0.7552  0.333
H -0.3381 -1.0495 2.5061  0.283
H 0.7099 0.9067 3.2109  0.442
C 1.2731 6.1473 0.0413  -0.554
C 0.3641 5.1025 -0.4996  0.109
C -0.8563 5.4133 -1.2024  -0.865
C -1.2275 6.8007 -1.1957  -0.368
C -0.5019 7.8315 -0.5756  -0.346
C 0.8928 7.5016 0.0550  -0.133
H 2.2235 5.9208 0.6454  0.251
H 0.8721 4.0538 -0.3468  0.514
H -1.5668 4.7857 -1.5732  0.535
H -2.0375 7.1194 -1.7181  0.449
H -0.9708 8.9125 -0.5416  0.242
H 1.6645 8.3385 0.6263  0.185
C 0.7777 -4.2096 0.8846  0.190
C 0.0016 -3.9623 2.1783  -0.309
C 0.7266 -4.2197 3.3405  -0.326
C 1.9281 -4.8897 3.3929  -0.553
C 2.6173 -5.2523 2.1636  -0.306
C 2.0034 -4.7944 0.8721  -0.389
H 0.2077 -4.1183 -0.0969  0.177
H -1.1028 -3.4708 2.2957  0.259
H 0.2368 -4.2531 4.3611  0.234
H 2.4929 -5.2233 4.1417  0.495
H 3.5516 -5.8135 2.2709  0.326
H 2.6333 -4.9741 -0.1403  0.232
C -0.3400 -4.1476 -3.6957  -0.424
C -1.5745 -3.8353 -2.8197  -0.612
C -1.6101 -2.6845 -2.0148  -0.546
C -0.6079 -1.7937 -2.1445  0.327
C 0.5800 -1.9334 -2.8502  -0.277
C 0.7671 -3.1498 -3.7893  -0.712
H -0.3388 -4.9832 -4.3554  0.413
H -2.2667 -4.5578 -2.5889  0.423
H -2.3593 -2.3973 -1.5203  0.674
H -0.6825 -0.8356 -1.4544  -0.179
H 1.3908 -1.1846 -2.5325  0.285
H 1.5785 -3.3359 -4.2908  0.577

## Properties
Calculated total energy = -25268.8138 eV
HOMO-LUMO gap = 9.7 eV
Largest force on an atom = 10.8 eV/A
LUMO level = 0.82 eV
Structure (SMILES) = c1ccccc1.c1ccccc1.c1ccccc1.c1ccccc1
Energy above the lowest of the compared OMol25 structures with the same formula, charge and spin = 170.2 kcal/mol

Entry 2:
C4H6N2O in the gas phase. Source: OMol25; level of theory: ωB97M-V/def2-TZVPD.

Last column: Mulliken charge in e.
Cartesian coordinates (Å):
C 1.1544 -0.4501 1.7483  -0.660
O -0.1046 -0.8192 1.1859  -0.430
C -0.3414 -0.3385 -0.0541  0.433
C -0.0275 -0.8049 -1.2992  -0.327
N -0.4977 0.0575 -2.2633  -0.593
C -1.0850 1.0258 -1.6096  -0.188
N -1.0149 0.8480 -0.2588  -0.040
H 1.5535 -1.3243 2.2692  0.232
H 1.0304 0.3726 2.4648  0.236
H 1.8506 -0.1468 0.9609  0.352
H 0.4976 -1.7176 -1.5477  0.404
H -1.5822 1.8778 -2.0551  0.383
H -1.4333 1.4199 0.4586  0.198

## Properties
Calculated total energy = -9272.2066 eV
HOMO-LUMO gap = 9.4 eV
Largest force on an atom = 0.3 eV/A
LUMO level = 0.82 eV
Structure (SMILES) = COc1cnc[nH]1
Energy above the lowest of the compared OMol25 structures with the same formula, charge and spin = 29.9 kcal/mol

Entry 3:
2 unconnected molecules or ions with the total composition C6H12O. Source: OMol25; level of theory: ωB97M-V/def2-TZVPD.

Last column: Mulliken charge in e.
Cartesian coordinates (Å):
C -2.5713 0.5424 -0.2928  -1.355
O -0.9996 0.4737 2.5715  -0.970
C -1.1256 0.4928 -0.7794  -0.318
C -0.4126 -0.7936 -0.3142  -0.751
C 0.7932 -0.5157 0.5745  -0.576
C 3.2238 -0.1946 0.0501  -0.780
C 1.9448 0.1354 -0.1132  -0.047
H -2.5265 0.5092 0.7975  0.315
H -3.0665 1.4591 -0.6019  0.404
H -3.1475 -0.3046 -0.6875  0.317
H -0.6117 1.3653 -0.3580  0.260
H -1.0807 0.5918 -1.8708  0.370
H -0.1179 -1.3953 -1.1773  0.365
H -1.1074 -1.3716 0.2971  0.370
H 1.1428 -1.4356 1.0452  0.330
H 0.4327 0.1389 1.3964  0.303
H 3.4845 -1.0151 0.7082  0.289
H 4.0107 0.3612 -0.4594  0.246
H 1.7348 0.9564 -0.7862  0.228

## Properties
Expectation value of S² = 0.757
Calculated total energy = -8461.0027 eV
Charge = -1
HOMO-LUMO gap (alpha / beta) = 7.1 / 6.3 eV
Largest force on an atom = 0.3 eV/A
LUMO level (alpha / beta) = 3.91 / 3.91 eV
Energy above the lowest of the compared OMol25 structures with the same formula, charge and spin = 42.3 kcal/mol
Spin multiplicity = 2

Entry 4:
2 unconnected molecules or ions with the total composition C32H51Cl4N7OS. Source: OMol25; level of theory: ωB97M-V/def2-TZVPD.

Last column: Mulliken charge in e.
Cartesian coordinates (Å):
C 3.1459 2.0008 5.3571  -0.419
O 3.4133 2.5280 4.0108  -0.360
C 2.3901 3.4864 3.5666  -0.398
C 2.1461 3.1845 1.9481  -0.239
C 0.5570 2.7967 1.6112  -0.703
C 0.0829 1.3996 2.3371  0.142
C 0.7861 0.0476 1.7345  0.411
C 0.6276 -0.1637 0.1178  0.268
C 1.9752 -0.5798 -0.7816  0.167
C 3.4298 -0.7579 -0.0468  -0.265
C 3.4598 -2.0691 0.9367  -0.724
C 4.1536 -1.7395 2.3862  0.094
C 4.3187 -3.2165 3.1540  -0.638
N 3.9614 -3.0626 4.6156  -0.422
C 2.4589 -3.3437 4.8258  0.436
N 1.9510 -4.6209 4.6271  -0.602
N 1.6016 -2.1807 5.3038  -0.563
C 1.9067 -0.8621 -2.4257  0.079
C 3.2486 -1.2681 -3.3310  -0.736
Cl 4.4859 0.1581 -3.4325  -0.134
C 3.9634 -2.6762 -2.8011  0.561
C 3.4758 -3.8772 -3.8580  -0.920
Cl 5.8451 -2.5578 -2.9238  -0.184
C 0.4373 -0.7288 -3.1705  0.114
C 0.1595 -1.0154 -4.7744  -0.879
C -0.8539 -0.2791 -2.2665  0.115
C -0.8490 0.0243 -0.6454  -0.746
N -2.0972 0.4427 0.1129  0.219
C -2.8797 1.5225 -0.6009  -0.238
C -3.4821 2.8748 0.1777  0.585
C -3.2822 3.1501 1.7906  -0.380
C -4.2577 2.1361 2.6943  0.170
N -3.6573 0.7652 2.9120  -0.429
N -5.6505 2.0657 2.0458  -0.637
N -4.4841 2.9020 4.0145  -0.702
C -4.3763 4.0292 -0.6378  -0.727
C -4.7349 3.9179 -2.2582  -0.657
C -4.1176 2.5942 -3.0330  0.592
C -4.3516 2.3775 -4.6579  -0.815
C -3.2574 1.4546 -2.2289  0.088
S -2.5534 -0.0834 -3.1187  -0.209
H 2.0716 2.2088 5.7712  0.258
H 3.2378 0.8136 5.2716  0.018
H 3.9323 2.3146 6.1749  0.278
H 1.3444 3.3744 4.0792  0.278
H 2.7329 4.6114 3.7686  0.261
H 2.9086 2.3983 1.5214  -0.049
H 2.3807 4.2071 1.4040  0.394
H -0.0735 3.7327 1.9204  0.381
H 0.5106 2.7333 0.4230  0.205
H 0.4477 1.4833 3.4709  0.337
H -1.0941 1.2689 2.4095  -0.211
H 1.8830 0.0156 2.1403  -0.637
H 0.2247 -0.8735 2.2460  0.319
H 4.3511 -0.8089 -0.7660  0.350
H 3.5899 0.2095 0.6255  0.014
H 4.1181 -2.8996 0.4044  0.444
H 2.3613 -2.4842 0.9980  0.315
H 5.2224 -1.2211 2.2700  0.323
H 3.5005 -1.0876 3.1099  -0.323
H 5.4440 -3.5140 3.0060  0.326
H 3.6296 -4.0094 2.5870  0.235
H 4.4742 -3.8525 5.1009  0.322
H 2.7496 -5.2468 4.3227  0.288
H 1.5412 -1.5128 4.4886  0.167
H 2.1426 -1.6444 6.0310  0.379
H 2.9679 -1.4868 -4.4705  0.307
H 3.6034 -2.9903 -1.7316  -0.081
H 3.3500 -4.8373 -3.1875  0.316
H 4.2595 -4.0849 -4.7019  0.321
H 2.3921 -3.6120 -4.2710  0.193
H -0.8923 -1.5417 -4.9783  0.014
H 0.1309 -0.0045 -5.3858  0.268
H 0.9598 -1.6951 -5.2900  0.285
H -2.7325 -0.3987 0.1090  0.411
H -2.1660 3.1486 2.1498  -0.303
H -3.6947 4.2436 2.0343  0.408
H -4.4154 0.0778 2.6198  0.281
H -3.5232 0.6929 3.9656  0.276
H -5.9798 3.0395 1.8022  0.292
H -5.6495 1.4360 1.2137  0.285
H -4.9787 2.2985 4.7088  0.281
H -5.1116 3.7217 3.7660  0.299
H -4.8089 4.9590 -0.0580  0.207
H -5.3566 4.7174 -2.8560  0.251
H -5.1675 3.1452 -5.0323  0.319
H -4.7687 1.2903 -4.8243  0.131
H -3.3077 2.5264 -5.2104  0.248
Cl -3.8667 -1.2348 -6.4054  -0.084
C -3.8287 -2.6601 -7.4731  -0.553
C -3.2856 -3.8922 -6.7670  -0.486
Cl -1.5477 -3.7477 -6.4039  -0.144
H -3.2349 -2.4072 -8.3564  0.313
H -4.8585 -2.8409 -7.7958  0.320
H -3.4023 -4.7705 -7.4088  0.341
H -3.8136 -4.0846 -5.8278  0.300

## Properties
Calculated total energy = -107390.1440 eV
HOMO-LUMO gap = 7.7 eV
Largest force on an atom = 6.1 eV/A
LUMO level = -0.07 eV
Structure (SMILES) = [H]/N=C(/N)NCCCCc1c(CCCCCOC)c2c(c(C)c1[C@@H](Cl)[C@@H](C)Cl)Sc1c(C)ccc(CC(N)(N)N)c1N2.ClCCCl
Energy above the lowest of the compared OMol25 structures with the same formula, charge and spin = 576.7 kcal/mol

Entry 5:
A molecular structure, C45H44BrGeN6O5PtS2. Source: OMol25; level of theory: ωB97M-V/def2-TZVPD.

Last column: Mulliken charge in e.
Cartesian coordinates (Å):
Pt -0.5029 -0.3835 0.0317  2.951
Br -4.3265 7.3771 -4.6913  -0.206
C -3.2279 5.9413 -5.2473  -0.001
C -2.0101 5.7332 -4.6179  -0.291
C -1.2004 4.6877 -5.0223  -0.440
C -1.6141 3.8345 -6.0561  0.251
C -2.8436 4.0729 -6.6857  -0.206
C -3.6509 5.1172 -6.2820  -0.383
N -0.9047 2.7221 -6.4767  -0.804
N 0.2271 2.4904 -5.8764  -0.324
C 0.3853 1.8830 -4.7083  -0.065
C 1.6845 1.8601 -4.1474  -0.699
C 1.9246 1.4089 -2.8678  -0.480
C 0.8880 0.9511 -2.0514  0.206
O 1.1025 0.5605 -0.8237  -1.472
C -0.4370 0.9291 -2.6018  1.089
N -1.4299 0.5012 -1.7811  -0.013
C -2.6354 0.2900 -2.2612  -0.359
C -2.9435 0.5086 -3.6057  -1.267
C -1.9773 1.0250 -4.4346  -0.457
C -0.6928 1.2898 -3.9367  0.198
H -1.7001 6.3778 -3.8087  0.404
H -0.2505 4.5242 -4.5326  0.421
H -3.1510 3.4116 -7.4851  0.460
H -4.6050 5.2911 -6.7593  0.411
H 2.4914 2.2491 -4.7532  0.438
H 2.9262 1.4140 -2.4585  0.495
H -3.3852 -0.0485 -1.5563  0.528
H -3.9341 0.2839 -3.9731  0.429
H -2.1950 1.2141 -5.4761  0.730
C 0.2374 -2.2062 4.2848  -1.022
N -0.5023 -1.7267 3.1303  0.437
C -1.3184 -2.3795 2.3279  0.772
S -2.2475 -1.5250 1.1128  -0.719
N -1.5317 -3.6947 2.4329  -0.090
C -0.5494 -4.6934 2.8721  -1.126
H 0.4104 -1.3490 4.9322  0.332
H 1.2021 -2.6301 4.0063  0.278
H -0.3483 -2.9396 4.8320  0.435
H -0.2886 -0.7814 2.8379  -0.889
H -2.2102 -4.0239 1.7642  0.365
H -0.6680 -4.9633 3.9193  0.334
H 0.4560 -4.3268 2.6795  0.265
H -0.6884 -5.5842 2.2649  0.430
C -2.1877 1.5820 2.6172  -1.385
Ge -0.6182 1.5516 1.4459  0.637
C -0.6192 3.2051 0.4113  0.197
C 0.5280 3.6271 -0.2641  -0.318
C 0.5332 4.8174 -0.9776  -0.607
C -0.6082 5.6072 -1.0222  -0.555
C -1.7559 5.2007 -0.3586  -0.778
C -1.7582 4.0068 0.3527  -0.285
C 1.0013 1.4665 2.5736  0.270
C 1.8682 0.4109 2.4240  0.373
C 3.0107 0.2619 3.2481  -1.462
C 3.2746 1.1752 4.2222  -0.872
C 2.4236 2.2944 4.4082  0.928
C 2.6930 3.2590 5.4114  -0.944
C 1.8858 4.3456 5.5727  -0.554
C 0.7731 4.5274 4.7225  -1.259
C 0.4885 3.6104 3.7529  -0.258
C 1.2920 2.4530 3.5720  0.726
H -2.2435 2.5214 3.1676  0.481
H -2.1433 0.7630 3.3346  0.380
H -3.0991 1.4599 2.0327  0.442
H 1.4275 3.0267 -0.2177  0.312
H 1.4325 5.1336 -1.4921  0.424
H -0.5993 6.5443 -1.5654  0.543
H -2.6475 5.8144 -0.3901  0.425
H -2.6626 3.7021 0.8671  0.332
H 1.6978 -0.3371 1.6564  0.112
H 3.6729 -0.5807 3.0898  0.703
H 4.1457 1.0723 4.8589  0.376
H 3.5605 3.1190 6.0455  0.403
H 2.1000 5.0755 6.3422  0.390
H 0.1490 5.4040 4.8367  0.440
H -0.3484 3.7796 3.0889  0.238
C 7.5176 -3.3326 3.0895  -1.403
C 6.4031 -4.1463 2.4909  0.799
C 6.6054 -4.8879 1.3282  -0.808
C 5.5846 -5.6393 0.7750  -0.526
C 4.3416 -5.6509 1.3943  -0.173
C 4.1172 -4.9288 2.5561  -0.032
C 5.1520 -4.1829 3.0981  -0.548
S 3.0253 -6.5669 0.6676  1.364
O 1.8642 -6.3514 1.4951  -0.590
O 3.4380 -7.9098 0.3792  -0.761
N 2.8967 -5.8275 -0.7888  -0.308
C 2.4064 -4.4453 -0.8142  -0.700
C 0.8933 -4.3129 -0.6767  -0.328
C 0.5362 -2.8723 -0.3940  0.354
O -0.1161 -2.2076 -1.2476  -0.798
O 0.9011 -2.3955 0.7082  -0.583
H 8.3149 -3.1630 2.3679  0.360
H 7.9496 -3.8455 3.9508  0.301
H 7.1536 -2.3644 3.4327  0.322
H 7.5766 -4.8711 0.8494  0.358
H 5.7400 -6.2117 -0.1293  0.423
H 3.1406 -4.9578 3.0174  0.367
H 4.9842 -3.6145 4.0052  0.434
H 2.4460 -6.4544 -1.4461  0.327
H 2.7505 -3.9927 -1.7446  0.367
H 2.8915 -3.9111 0.0042  0.232
H 0.5773 -4.9105 0.1780  -0.010
H 0.3782 -4.6593 -1.5734  0.354

## Properties
Expectation value of S² = 3.850
Calculated total energy = -218032.8188 eV
HOMO-LUMO gap (alpha / beta) = 6.7 / 7.5 eV
Largest force on an atom = 0.3 eV/A
LUMO level (alpha / beta) = 0.04 / -0.73 eV
Energy above the lowest of the compared OMol25 structures with the same formula, charge and spin = 0.0 kcal/mol
Spin multiplicity = 4

Entry 6:
CHF2NO in the gas phase. Source: OMol25; level of theory: ωB97M-V/def2-TZVPD.

Last column: Mulliken charge in e.
Cartesian coordinates (Å):
C -0.6744 -0.0813 0.0197  0.826
N 1.0563 0.4471 -0.2712  -0.519
O 0.0975 0.5998 0.7912  -0.225
F -0.6563 -1.4037 -0.0225  -0.151
F -1.7350 0.4598 -0.6039  -0.142
H 1.9119 -0.0217 0.0867  0.211

## Properties
Calculated total energy = -10021.0850 eV
HOMO-LUMO gap = 10.1 eV
Largest force on an atom = 4.0 eV/A
LUMO level = 0.59 eV
Structure (SMILES) = FC1(F)NO1
Energy above the lowest of the compared OMol25 structures with the same formula, charge and spin = 60.2 kcal/mol